(1)
Here is C4H11NS in the gas phase from the OMol25 dataset. Energies are from ωB97M-V/def2-TZVPD.

As for the frontier orbital gap: 9.8 eV. As for the spin multiplicity: 1. As for the SMILES: C[C@@H](N)[C@@H](C)S. The calculation puts the lowest unoccupied orbital energy at 0.94 eV.

Last column: natural (NBO) charge in e.
Positions of all 17 atoms, in Å:
H  -1.115  1.171  -1.203  0.367
H  -1.324  -0.318  1.466  0.208
C  -0.882  -1.126  0.738  -0.614
H  -0.176  1.856  0.380  0.208
H  2.197  -1.213  0.727  0.112
H  1.000  1.218  1.611  0.225
H  0.820  0.735  -1.434  0.230
H  -0.186  -1.603  -1.115  0.188
C  0.895  0.244  -0.466  -0.395
H  1.475  2.225  0.284  0.220
H  -0.134  -1.786  1.219  0.202
C  -0.346  -0.633  -0.551  -0.053
N  -1.363  0.189  -1.128  -0.870
H  -2.322  -0.013  -1.059  0.377
H  -1.738  -1.726  0.457  0.207
S  2.432  -0.568  -0.462  0.020
C  0.768  1.344  0.535  -0.630

---

(2)
Here is C4H11NS in the gas phase from the OMol25 dataset. Energies are from ωB97M-V/def2-TZVPD.

As for the frontier orbital gap: 9.8 eV. As for the spin multiplicity: 1. As for the SMILES: CN[C@H](C)CS. The calculation puts the lowest unoccupied orbital energy at 0.96 eV.

Last column: natural (NBO) charge in e.
Positions of all 17 atoms, in Å:
C  0.337  -0.083  -0.326  -0.060
H  -2.119  0.470  2.465  0.128
C  1.862  0.646  -2.119  -0.408
H  -1.739  0.465  -0.195  0.213
C  0.049  -1.577  -0.493  -0.636
H  1.280  0.087  0.196  0.195
H  1.872  1.046  -3.135  0.203
H  -0.043  -2.045  0.485  0.226
H  -0.073  0.109  -2.302  0.349
H  2.456  1.221  -1.415  0.195
H  -0.861  -1.752  -1.073  0.201
H  2.345  -0.336  -2.309  0.158
S  -0.932  -0.015  2.106  -0.051
H  0.803  -2.113  -1.070  0.211
H  -0.671  1.664  0.383  0.223
C  -0.835  0.583  0.406  -0.522
N  0.508  0.579  -1.623  -0.623

---

Unit: hartree. Relative energies: (1) 0.0173; (2) 0.0000.

---

(1)
Here is C5H5NS in the gas phase from the OMol25 dataset. Energies are from ωB97M-V/def2-TZVPD.

As for the frontier orbital gap: 8.9 eV. As for the spin multiplicity: 1. As for the SMILES: C#C[C@@H]1CN1C=S. The calculation puts the lowest unoccupied orbital energy at 0.31 eV.

Last column: natural (NBO) charge in e.
Positions of all 12 atoms, in Å:
C  0.665  -1.558  0.294  -0.044
H  -1.368  -0.993  0.167  0.234
S  -1.191  3.247  0.207  -0.114
H  -1.044  0.505  -1.715  0.213
H  2.304  -3.047  0.625  0.233
N  -0.115  0.824  0.138  -0.391
C  -0.664  1.810  0.831  -0.057
C  -0.345  -0.605  0.025  -0.136
H  0.853  0.283  -1.760  0.231
H  -0.525  1.575  1.961  0.205
C  1.559  -2.351  0.403  -0.181
C  -0.129  0.310  -1.176  -0.192

---

(2)
Here is C5H5NS in the gas phase from the OMol25 dataset. Energies are from ωB97M-V/def2-TZVPD.

As for the frontier orbital gap: 7.4 eV. As for the spin multiplicity: 1. As for the SMILES: CC1=NC=CC1=S. The calculation puts the lowest unoccupied orbital energy at -1.82 eV.

Last column: natural (NBO) charge in e.
Positions of all 12 atoms, in Å:
H  1.752  -0.871  1.540  0.233
H  -2.197  1.849  -0.381  0.236
C  0.332  -0.308  -0.002  0.239
N  -0.490  -1.021  -0.658  -0.415
H  -2.464  -0.527  -1.461  0.210
H  2.518  -0.407  0.023  0.235
C  1.642  -0.873  0.454  -0.663
S  0.667  2.188  1.054  0.180
C  -0.163  1.046  0.288  -0.199
C  -1.676  -0.195  -0.805  0.041
H  1.611  -1.908  0.192  0.237
C  -1.531  1.026  -0.244  -0.335

---

(3)
Here is C5H5NS in the gas phase from the OMol25 dataset. Energies are from ωB97M-V/def2-TZVPD.

As for the frontier orbital gap: 9.0 eV. As for the spin multiplicity: 1. As for the SMILES: C#C/C(C=C)=N/S. The calculation puts the lowest unoccupied orbital energy at 0.20 eV.

Last column: natural (NBO) charge in e.
Positions of all 12 atoms, in Å:
C  0.706  1.715  0.398  -0.052
H  1.489  -1.035  0.258  0.226
H  -1.703  -1.778  0.677  0.099
C  0.517  -0.779  -0.135  -0.237
C  -0.084  -1.409  -1.151  -0.356
H  -1.047  -1.095  -1.568  0.214
H  1.848  3.601  -0.054  0.233
H  0.411  -2.259  -1.572  0.209
C  -0.066  0.461  0.507  0.144
C  1.394  2.678  0.156  -0.180
N  -1.197  0.599  1.127  -0.497
S  -2.268  -0.699  1.356  0.198

---

Unit: hartree. Relative energies: (1) 0.0875; (2) 0.0000; (3) 0.0784.

---

(1)
Here is a 2-piece molecular cluster, C3H5PS overall from the OMol25 dataset. Energies are from ωB97M-V/def2-TZVPD.

As for the frontier orbital gap (spin up / spin down): 6.5 / 6.5 eV. As for the spin multiplicity: 1. The calculation puts the lowest unoccupied orbital energy (spin up / spin down) at -1.28 / -1.28 eV.

Last column: natural (NBO) charge in e.
Positions of all 10 atoms, in Å:
C  -0.724  -0.778  -0.427  -0.467
H  -1.622  -1.217  -0.940  0.217
P  -3.397  0.277  0.982  0.456
H  0.354  1.221  -0.939  0.224
C  -0.590  0.718  -0.503  -0.463
H  -1.500  1.078  -0.917  0.213
S  -3.821  -0.010  -0.836  -0.354
H  -0.421  0.082  1.839  0.241
H  0.080  -1.544  -0.470  0.224
C  -0.805  0.041  0.799  -0.290

---

(2)
Here is C3H5PS in the gas phase from the OMol25 dataset. Energies are from ωB97M-V/def2-TZVPD.

As for the frontier orbital gap: 7.9 eV. As for the spin multiplicity: 1. As for the SMILES: C=CP(=C)=S. The calculation puts the lowest unoccupied orbital energy at -0.54 eV.

Last column: natural (NBO) charge in e.
Positions of all 10 atoms, in Å:
C  -0.876  2.056  -0.054  -0.906
H  -0.136  2.653  0.454  0.230
C  0.928  -1.737  -0.041  -0.294
H  1.746  -2.402  -0.214  0.214
H  -0.106  -1.980  -0.407  0.238
C  1.048  -0.448  0.290  -0.569
H  1.998  -0.085  0.521  0.242
H  -1.928  2.345  -0.269  0.272
P  -0.575  0.394  0.115  1.116
S  -2.099  -0.797  -0.396  -0.543

---

Unit: hartree. Relative energies: (1) 0.0472; (2) 0.0000.

---

(1)
Here is a 2-piece molecular cluster, C3H8O3S overall from the OMol25 dataset. Energies are from ωB97M-V/def2-TZVPD.

As for the frontier orbital gap: 10.1 eV. As for the spin multiplicity: 1. As for the SMILES: O=C(O)CCS.O. The calculation puts the lowest unoccupied orbital energy at 0.40 eV.

Last column: natural (NBO) charge in e.
Positions of all 15 atoms, in Å:
H  2.219  0.628  1.829  0.474
H  -1.092  -1.618  -0.575  0.228
O  1.763  -0.157  1.470  -0.937
H  2.152  -0.232  0.562  0.457
H  -0.407  0.378  -1.998  0.225
O  -3.052  -0.086  -0.031  -0.561
C  0.224  0.023  -1.188  -0.520
H  -2.222  1.334  1.740  0.499
S  1.716  -0.806  -1.880  0.013
O  -1.575  1.212  1.035  -0.719
C  -1.912  0.149  0.243  0.801
H  2.530  -0.189  -1.032  0.081
H  0.532  0.958  -0.711  0.231
C  -0.703  -0.672  -0.182  -0.531
H  -0.174  -0.923  0.718  0.260

---

(2)
Here is a 2-piece molecular cluster, C3H8O3S overall from the OMol25 dataset. Energies are from ωB97M-V/def2-TZVPD.

As for the frontier orbital gap: 9.8 eV. As for the spin multiplicity: 1. As for the SMILES: O=C(O)CCS.O. The calculation puts the lowest unoccupied orbital energy at 0.52 eV.

Last column: natural (NBO) charge in e.
Positions of all 15 atoms, in Å:
C  0.127  -0.171  0.613  -0.493
H  -0.686  -0.159  -0.103  0.229
H  1.103  1.608  -0.142  0.238
H  0.624  -1.947  -0.820  0.136
H  0.263  -3.738  -1.902  0.468
H  -0.248  -0.578  1.548  0.219
C  0.660  1.255  0.789  -0.521
O  -0.674  2.495  2.338  -0.582
S  1.442  -1.295  0.000  -0.068
O  -0.392  -3.330  -2.478  -0.934
O  -1.311  2.452  0.186  -0.693
C  -0.485  2.137  1.207  0.794
H  0.070  -3.219  -3.318  0.473
H  -1.845  3.213  0.455  0.498
H  1.350  1.279  1.627  0.235

---

Unit: hartree. Relative energies: (1) 0.0164; (2) 0.0000.

---

(1)
Here is a 2-piece molecular cluster, C3H2O3 overall from the OMol25 dataset. Energies are from ωB97M-V/def2-TZVPD.

As for the frontier orbital gap: 9.4 eV. As for the spin multiplicity: 1. The calculation puts the lowest unoccupied orbital energy at 0.44 eV.

Last column: natural (NBO) charge in e.
Positions of all 8 atoms, in Å:
C  1.019  -0.371  -0.402  -0.212
H  0.475  -0.225  1.404  0.481
C  -1.513  0.071  1.022  0.480
O  -2.598  0.209  0.729  -0.464
O  -0.370  1.257  -1.687  -0.450
O  1.323  -0.184  0.929  -0.691
C  0.302  0.508  -1.085  0.636
H  1.362  -1.266  -0.910  0.219

---

(2)
Here is a 2-piece molecular cluster, C3H2O3 overall from the OMol25 dataset. Energies are from ωB97M-V/def2-TZVPD.

As for the frontier orbital gap: 9.2 eV. As for the spin multiplicity: 1. The calculation puts the lowest unoccupied orbital energy at 0.37 eV.

Last column: natural (NBO) charge in e.
Positions of all 8 atoms, in Å:
H  -0.456  -0.758  1.180  0.469
C  0.575  -0.114  -1.039  0.626
O  0.497  2.050  1.438  -0.454
O  -0.662  -1.425  0.491  -0.696
C  0.230  0.953  1.370  0.486
O  1.547  0.454  -1.358  -0.449
H  -1.409  -0.622  -1.334  0.221
C  -0.542  -0.742  -0.694  -0.203

---

(3)
Here is C3H2O3 as an isolated structure from the OMol25 dataset. Energies are from ωB97M-V/def2-TZVPD.

As for the frontier orbital gap: 8.2 eV. As for the spin multiplicity: 1. The calculation puts the lowest unoccupied orbital energy at -1.16 eV.

Last column: natural (NBO) charge in e.
Positions of all 8 atoms, in Å:
O  0.064  1.187  1.571  -0.454
C  -0.007  -1.197  0.030  0.125
C  -0.245  0.163  -0.560  0.355
O  1.145  -1.768  -0.107  -0.571
H  0.263  -2.344  0.430  0.515
O  -0.536  0.306  -1.725  -0.455
C  -0.221  1.338  0.410  0.343
H  -0.463  2.316  -0.047  0.141

---

(4)
Here is C3H2O3 in the gas phase from the OMol25 dataset. Energies are from ωB97M-V/def2-TZVPD.

As for the frontier orbital gap: 9.6 eV. As for the spin multiplicity: 1. As for the SMILES: O=C=COC=O. The calculation puts the lowest unoccupied orbital energy at 0.00 eV.

Last column: natural (NBO) charge in e.
Positions of all 8 atoms, in Å:
O  0.042  -0.979  0.478  -0.488
C  0.813  -0.405  -0.531  -0.241
H  1.839  -0.716  -0.654  0.241
H  -0.046  0.854  1.416  0.118
C  0.187  0.392  -1.385  0.662
O  -1.777  -0.219  1.543  -0.513
C  -0.648  -0.047  1.205  0.631
O  -0.410  1.121  -2.071  -0.409

---

Unit: hartree. Relative energies: (1) 0.0043; (2) 0.0093; (3) 0.1205; (4) 0.0000.

---

(1)
Here is C3H4FNO2 in the gas phase from the OMol25 dataset. Energies are from ωB97M-V/def2-TZVPD.

As for the frontier orbital gap: 10.0 eV. As for the spin multiplicity: 1. As for the SMILES: FCC1=NOCO1. The calculation puts the lowest unoccupied orbital energy at 0.75 eV.

Last column: natural (NBO) charge in e.
Positions of all 11 atoms, in Å:
H  -1.979  -0.963  -0.920  0.185
N  0.065  1.425  -0.212  -0.143
C  -1.789  -0.295  -0.042  0.021
H  2.098  -0.295  1.177  0.149
H  -1.898  -0.813  0.897  0.194
O  1.487  1.281  -0.044  -0.400
F  -2.619  0.774  0.052  -0.330
C  1.807  -0.088  0.118  0.216
C  -0.347  0.195  -0.245  0.427
O  0.593  -0.747  -0.211  -0.490
H  2.583  -0.473  -0.571  0.173

---

(2)
Here is C3H4FNO2 in the gas phase from the OMol25 dataset. Energies are from ωB97M-V/def2-TZVPD.

As for the frontier orbital gap: 10.8 eV. As for the spin multiplicity: 1. The calculation puts the lowest unoccupied orbital energy at 0.74 eV.

Last column: natural (NBO) charge in e.
Positions of all 11 atoms, in Å:
N  -1.214  -0.227  -0.267  -0.677
O  -1.007  1.765  0.821  -0.488
H  0.806  -1.075  0.364  0.197
C  0.206  -0.359  -0.256  -0.259
C  0.261  1.604  0.636  0.504
H  0.562  -0.312  -1.274  0.186
H  -1.633  -1.069  -0.711  0.431
C  -1.841  0.916  0.181  0.883
F  0.767  2.435  -0.342  -0.359
H  0.965  1.663  1.502  0.174
O  -3.051  1.121  -0.039  -0.591

---

(3)
Here is a 2-piece molecular cluster, C3H4FNO2 overall from the OMol25 dataset. Energies are from ωB97M-V/def2-TZVPD.

As for the frontier orbital gap (spin up / spin down): 6.7 / 6.6 eV. As for the spin multiplicity: 1. The calculation puts the lowest unoccupied orbital energy (spin up / spin down) at -0.48 / -0.57 eV.

Last column: natural (NBO) charge in e.
Positions of all 11 atoms, in Å:
O  -1.342  -1.163  -1.049  -0.463
O  -3.612  0.898  0.151  -0.204
C  1.505  0.261  -0.328  -0.632
H  0.299  0.010  1.487  0.202
N  -2.564  1.367  0.345  0.157
F  0.822  -1.758  0.724  -0.348
H  2.473  0.053  0.123  0.236
H  1.328  1.332  -0.335  0.230
C  -0.841  -0.433  -0.272  0.531
C  0.428  -0.445  0.499  0.066
H  1.503  -0.121  -1.345  0.226

---

(4)
Here is a 2-piece molecular cluster, C3H4FNO2 overall from the OMol25 dataset. Energies are from ωB97M-V/def2-TZVPD.

As for the frontier orbital gap (spin up / spin down): 5.6 / 5.6 eV. As for the spin multiplicity: 1. The calculation puts the lowest unoccupied orbital energy (spin up / spin down) at -4.22 / -4.23 eV.

Last column: natural (NBO) charge in e.
Positions of all 11 atoms, in Å:
O  -3.921  -0.401  -1.100  -0.252
H  -0.583  1.365  -0.448  0.341
F  -2.209  2.179  -0.015  -0.687
H  -0.221  -1.635  0.459  0.281
H  0.744  0.632  0.592  0.243
O  -4.081  -0.520  1.018  -0.272
H  0.723  0.478  -0.920  0.246
C  0.007  0.473  -0.139  -0.643
N  -3.430  -0.503  -0.005  0.416
C  -2.049  -0.740  0.134  0.555
C  -0.748  -0.828  0.165  -0.229

---

Unit: hartree. Relative energies: (1) 0.0205; (2) 0.0000; (3) 0.1016; (4) 0.3085.